Entry 1:
112
Properties=species:S:1:pos:R:3:forces:R:3 method="wB97M-V/def2-TZVPD" gap_ev=2.81 total_charge=+2 total_energy_ha=-3448.34669 homo_energy_ev=-11.32
C 0.271 -2.211 -0.612 -1.383 0.917 0.394
C -3.367 -7.774 -2.349 0.090 0.084 -0.034
C -2.012 -7.883 -2.025 0.081 0.073 0.015
H 1.316 2.655 3.229 0.029 0.234 -0.244
C 0.643 -7.012 -6.615 0.039 0.101 -0.033
H 4.566 -5.022 2.370 0.044 0.207 -0.229
H 1.602 -3.069 0.864 -0.313 -0.029 0.036
C -2.539 -0.581 -4.665 0.174 -0.001 0.000
C 5.614 -2.633 -5.196 -0.125 -0.060 0.034
H -0.664 -3.028 -6.125 -0.161 0.203 0.170
H 2.342 -1.209 0.891 0.099 0.166 -0.267
C 0.574 -3.103 0.495 -0.271 0.106 0.271
H 0.179 -4.602 1.934 -0.177 0.402 -0.294
H 5.378 -0.762 -6.252 -0.086 -0.199 0.204
C 3.970 -4.643 0.335 0.153 0.218 0.111
H -1.633 -8.786 -1.545 -0.127 0.232 -0.100
C 0.758 -0.110 -1.925 0.061 0.007 -0.061
C 3.758 -1.111 -4.872 0.058 -0.092 0.053
C -1.824 1.784 0.062 0.891 0.714 -0.344
H -3.358 -4.677 -3.764 0.082 -0.287 0.112
C 3.222 -1.969 -3.918 0.151 -0.080 0.104
H 0.330 -7.985 -6.993 0.091 0.265 0.072
C -3.450 -5.934 0.632 -0.113 0.154 -0.270
H -0.890 -6.954 -5.092 0.268 0.053 -0.150
C 4.646 -4.345 1.518 -0.100 -0.028 -0.143
C -1.238 -2.497 -5.366 -0.091 0.078 0.293
H 3.367 -5.550 0.253 0.151 0.204 0.069
C 3.888 -3.158 -3.587 0.288 -0.014 -0.224
H -2.334 -2.865 -2.139 0.082 0.109 -0.243
P -0.415 -4.482 -3.579 -0.606 0.347 -0.136
H -4.679 -2.764 0.354 0.391 -0.306 -0.029
H 2.461 -8.827 -3.859 0.196 0.132 0.100
H 5.565 -4.454 -4.023 -0.060 0.310 -0.106
H -4.044 -8.602 -2.134 0.190 0.265 -0.046
C -1.641 -4.311 0.812 -1.697 -0.351 -0.133
H 2.963 -4.565 -7.157 -0.229 -0.167 0.070
C 5.075 -3.507 -4.252 -0.239 0.329 0.126
H -0.125 -0.322 -2.530 0.199 -0.019 0.042
H -2.970 0.400 -4.873 0.136 -0.334 0.007
C 1.724 -6.345 -7.195 0.013 0.000 0.132
C -0.432 0.985 2.354 -0.464 -0.703 0.303
H 2.268 -6.803 -8.023 -0.173 0.120 0.247
H -1.719 -0.834 -6.648 -0.047 -0.120 0.261
C 2.977 0.452 -0.330 -0.264 -0.202 0.217
C 1.428 -4.508 -5.658 -0.004 -0.089 0.170
H -3.226 -0.606 -2.607 0.038 -0.207 -0.526
C 0.355 -5.183 -5.054 0.201 -0.365 -0.258
C -0.812 2.579 0.562 -0.603 0.000 -0.473
C 2.787 -6.821 -3.161 0.193 0.197 0.046
Pd 1.021 -3.582 -2.088 0.291 0.512 1.632
H 4.795 -9.565 -3.377 -0.092 0.280 0.062
C -2.170 -2.404 -3.118 0.225 0.324 -0.070
C -2.698 -1.147 -3.396 -0.216 -0.113 -0.090
C 5.406 -7.640 -2.615 -0.138 0.208 -0.008
H -0.565 3.518 0.067 -0.095 -0.153 0.194
C -1.826 -1.266 -5.653 -0.093 0.072 0.113
P 3.176 -4.205 -2.284 1.295 -1.189 -1.268
C -0.043 -6.439 -5.546 0.057 0.276 0.084
C -2.586 -3.296 0.577 1.014 -0.194 0.672
C -2.981 -5.571 -3.266 0.309 -0.102 -0.051
C 1.069 -0.967 -0.845 -0.145 -0.857 0.032
H -3.794 -6.966 0.649 0.095 0.217 -0.031
H 2.271 -1.722 -3.428 0.414 -0.030 -0.188
H -1.376 -6.447 0.994 -0.325 0.094 0.011
H 1.330 1.628 -3.067 0.057 -0.216 0.185
C 1.576 0.976 -2.228 -0.199 -0.092 0.101
C -2.091 0.525 0.662 -0.900 -0.042 -0.293
C -0.104 2.189 1.710 0.313 0.258 -0.111
C 5.017 -6.329 -2.336 -0.219 -0.143 -0.092
H 1.833 3.135 1.590 -0.256 -0.010 0.092
H 6.550 -2.892 -5.689 -0.239 0.086 0.056
C -2.105 -5.653 0.819 0.516 0.544 0.347
H 3.230 -0.189 -5.108 0.167 -0.155 -0.049
C -1.136 -6.837 -2.310 -0.268 0.074 -0.137
C 5.538 -2.331 0.508 -0.126 -0.089 -0.018
C 3.181 -8.130 -3.432 0.077 0.031 -0.009
C 4.088 -3.784 -0.771 -0.095 0.271 0.284
H -5.432 -5.121 0.289 0.294 0.020 0.115
H 5.733 -5.628 -1.897 -0.205 -0.247 -0.105
C 2.147 -0.622 -0.006 0.287 -0.012 -0.345
C -4.374 -4.898 0.430 0.302 -0.046 0.171
C -3.941 -3.571 0.443 -0.054 0.002 -0.264
C -0.285 -3.964 1.164 1.596 -0.476 -1.099
C 4.869 -2.623 -0.681 -0.076 -0.174 0.021
C 3.702 -5.910 -2.615 0.213 -0.334 0.001
C -1.452 0.181 1.879 0.797 0.112 0.698
C 0.973 3.066 2.272 -0.005 -0.152 0.269
H 5.942 -2.947 2.536 -0.128 -0.117 -0.290
H 3.835 0.665 0.307 -0.199 0.025 -0.179
H -2.423 2.066 -0.808 0.376 -0.048 0.267
C 4.958 -1.439 -5.507 -0.043 -0.017 0.056
C 4.489 -8.540 -3.162 -0.106 0.145 0.023
C 2.706 1.239 -1.452 0.033 -0.025 0.070
H 0.117 0.700 3.255 -0.272 0.125 -0.267
H -0.771 -2.108 -0.903 -0.226 0.108 0.040
S -3.145 -0.509 -0.104 -0.121 1.084 0.107
H -4.916 -6.504 -3.156 0.260 -0.042 0.012
H 3.373 2.064 -1.709 -0.239 -0.226 0.070
H 6.143 -1.427 0.569 -0.091 -0.257 0.029
H 0.595 4.085 2.441 0.105 -0.239 -0.097
H -2.175 -2.273 0.634 -0.627 -1.123 0.061
H -0.085 -6.899 -2.018 -0.230 -0.072 -0.140
H 6.429 -7.951 -2.407 -0.249 0.030 -0.044
H 1.730 -3.527 -5.283 -0.036 -0.350 -0.126
C 5.425 -3.188 1.606 -0.057 0.106 -0.088
C 2.119 -5.094 -6.714 -0.190 0.039 0.003
H 1.773 -6.483 -3.395 0.394 -0.232 0.115
C -3.853 -6.605 -2.938 0.069 -0.122 0.090
C -1.389 -3.057 -4.088 -0.082 0.344 -0.382
H 4.958 -1.963 -1.547 -0.003 -0.162 0.302
H -1.776 -0.710 2.417 0.231 0.160 -0.216
C -1.608 -5.699 -2.985 -0.201 -0.264 0.363


Entry 2:
120
Properties=species:S:1:pos:R:3:forces:R:3 method="wB97M-V/def2-TZVPD" relative_energy_kcal_mol=558.3 gap_ev=8.49 total_energy_ha=-3248.06053 homo_energy_ev=-8.29
H 5.906 8.451 22.351 -0.001 -0.196 -0.103
H 3.831 14.968 20.865 -0.093 0.237 -0.154
H -4.304 12.254 20.862 -0.072 0.000 0.125
H -3.566 11.273 18.668 -0.182 0.013 0.019
C 4.115 12.322 16.903 1.341 1.053 -0.089
F 1.805 13.046 17.252 -2.050 2.332 4.102
H 3.158 10.603 15.915 -0.990 0.583 -0.399
H -1.257 10.595 18.276 -2.192 2.541 1.738
C 4.228 12.259 15.526 0.126 1.485 0.814
H 4.407 9.427 14.980 1.678 -0.572 0.895
C -1.021 14.417 13.681 -1.613 -0.269 -1.400
C 2.977 14.449 20.453 0.440 -1.043 -1.699
H -0.527 12.628 14.859 0.281 -0.948 -0.403
C 1.554 13.887 13.817 2.342 0.793 0.971
H 5.355 5.474 17.713 -0.719 0.093 0.593
H 3.109 12.588 17.194 2.689 -0.895 0.381
H 4.497 15.199 12.664 -0.426 0.156 -0.695
H 3.391 12.581 14.923 0.543 -0.175 0.265
C 0.893 12.915 19.446 0.286 1.620 -0.915
C -2.130 13.640 13.351 0.395 0.546 -0.965
C 5.781 7.796 15.386 0.570 -0.890 0.002
C 4.502 8.064 20.699 0.056 -0.070 -0.520
H -1.362 14.491 17.000 -0.016 0.148 0.065
C -2.880 11.349 19.499 1.191 1.092 1.769
C 0.333 11.031 17.685 4.532 -0.662 -1.794
F 0.740 10.753 20.290 -3.252 0.068 0.758
F 1.722 11.840 13.774 -2.819 -0.152 10.137
C 1.870 14.019 15.213 -1.383 2.505 -2.248
C 1.978 13.958 21.243 0.498 2.214 2.544
C -1.528 10.977 19.249 -3.024 2.880 2.568
C 2.522 14.265 12.888 -0.317 0.884 0.604
C 1.683 10.728 17.340 -2.903 0.412 -0.695
H 7.451 11.601 15.247 0.180 -0.150 0.164
C 3.654 14.953 13.292 1.050 -0.931 0.268
H 4.580 11.616 12.276 -0.255 0.249 -0.274
C 4.226 10.610 12.446 0.375 0.620 -0.399
C -0.600 11.174 20.284 -2.375 -1.601 2.639
H -1.456 12.048 16.863 0.082 -0.389 0.581
H -2.707 12.399 22.769 0.370 -0.307 0.276
N 2.806 11.525 9.692 0.546 0.265 -0.944
H 0.084 12.967 21.378 1.105 1.149 -0.085
C 6.504 11.784 15.732 0.788 0.362 1.397
C 3.948 7.142 17.325 -1.313 -1.311 -0.797
C 6.457 11.936 17.140 0.323 -0.200 -0.769
C -0.463 8.904 15.864 -1.233 0.431 -0.753
C 3.460 8.638 19.894 1.374 -1.853 1.746
H 3.267 11.701 21.247 0.028 -0.006 0.491
F -0.157 14.668 12.656 -2.303 1.787 -0.500
H 1.152 13.762 15.978 -0.004 0.744 -1.591
F 2.535 8.892 16.417 0.382 -3.748 1.449
C 4.655 10.140 21.900 -0.952 0.531 -0.032
H 2.343 10.255 18.051 -0.150 0.327 -0.360
C 2.176 11.368 10.630 -1.118 -0.594 0.541
C -2.378 11.915 21.862 0.100 0.677 -3.261
H 0.012 10.772 18.683 2.285 0.022 -2.667
H 3.072 11.150 14.260 2.373 -1.605 -1.437
H 0.704 13.340 13.436 0.961 0.564 0.722
H 2.098 10.215 19.694 1.625 -0.220 0.021
C 3.124 9.110 13.888 -2.897 -3.372 -3.374
H 1.393 10.084 12.070 -0.128 0.095 0.103
C 4.596 9.653 11.496 -0.410 -1.501 2.333
H 4.726 15.740 14.948 0.378 -0.243 -0.044
F 4.984 12.258 19.016 0.822 0.246 1.372
H 0.610 8.833 15.689 -0.399 -0.552 0.701
C 3.591 10.674 21.164 0.831 -0.311 -0.143
H 1.827 14.323 22.248 0.723 -0.053 0.458
C -1.028 11.617 21.532 -1.789 -0.785 1.295
H 1.991 11.655 12.661 0.188 -1.141 -5.617
C -0.943 9.074 17.245 0.856 -2.133 -1.387
C 2.924 14.086 19.093 1.313 1.649 0.426
C 5.399 11.984 14.942 1.869 0.128 -1.005
C 3.633 8.095 16.349 1.596 -1.076 2.527
H 2.428 8.920 14.691 0.260 -0.226 -0.938
C 5.062 6.334 17.128 -0.247 0.116 0.597
H 0.107 12.351 18.967 0.278 1.444 0.642
H 2.942 8.005 19.189 0.037 0.446 0.325
C -0.809 14.843 14.946 0.658 0.128 1.448
C -0.453 11.668 16.740 1.131 0.694 -2.196
H -3.907 12.622 14.023 -0.050 0.086 -0.043
H 6.512 8.146 14.672 0.254 -0.113 0.068
H 4.679 7.497 11.248 -0.291 -0.183 -0.057
C 5.118 8.836 21.721 -0.760 -0.771 -1.209
C 0.076 11.944 15.438 -1.133 -0.325 2.119
C 4.276 8.310 11.835 -0.640 0.495 1.200
H -2.270 13.566 12.283 -0.202 -0.634 -0.111
C 2.966 14.755 15.599 0.595 0.282 -0.610
H 0.087 15.400 15.179 -0.399 0.329 0.000
C -3.283 11.918 20.753 1.208 -1.636 -0.458
H 5.224 9.803 10.630 -0.191 0.534 0.034
H 3.693 14.455 18.430 0.099 -0.118 0.042
H 5.000 10.791 22.690 0.617 -0.261 0.125
C -1.583 14.279 15.964 -2.009 0.269 -1.045
C 1.360 11.569 15.117 -2.063 -0.373 0.078
F 2.309 14.081 11.567 -0.095 -0.074 0.281
H 6.828 6.007 16.129 0.253 0.197 -0.468
F 3.248 6.709 13.280 0.123 1.813 0.093
C 1.869 13.380 18.596 -0.696 -0.364 1.040
C 5.238 12.256 17.721 -1.167 -1.413 -2.350
C 2.142 10.951 16.033 0.137 -0.661 1.193
C 3.006 9.905 20.188 0.022 -0.698 -0.422
C 3.521 8.051 13.004 0.357 0.423 -1.086
C 5.957 6.645 16.172 1.272 0.911 -1.527
N -1.285 9.154 18.341 -0.464 -5.791 -1.195
C 1.421 11.157 11.877 0.356 -0.666 -5.241
H -0.723 9.811 15.318 -0.137 -0.032 0.135
C -3.028 13.188 14.294 0.575 0.569 1.365
H 0.420 11.552 11.703 -0.082 0.127 0.380
C 4.612 8.495 15.486 0.843 0.905 1.049
H -0.294 11.790 22.305 -0.109 -0.900 0.259
H -3.464 13.383 16.435 0.018 -0.694 0.070
C 3.428 10.381 13.591 2.266 -0.169 -2.164
H 7.355 11.772 17.717 -0.018 0.053 0.170
F 4.924 6.696 20.442 -0.901 2.993 0.626
H 3.184 15.011 16.625 -0.243 -0.140 -0.026
C -2.742 13.507 15.642 0.801 1.367 -0.428
H 3.313 6.804 18.130 -0.344 0.226 -0.443
H -1.055 8.154 15.339 0.347 -0.497 0.306
H 5.518 12.017 13.869 0.061 -0.124 0.197
C 3.903 15.112 14.639 -0.676 1.445 0.467
C 0.952 13.248 20.799 -1.764 -0.538 -2.633